1.
Below is a molecular structure, C25H40BBe2BrClF6N5O14PS, with properties calculated with ωB97M-V with the def2-TZVPD basis set.

Last column: Mulliken charge in e.
Element x y z (Å)
C1 -0.062395 0.761399 3.097709  -0.127
C2 -0.648774 0.783116 1.876145  -0.839
N1 0.076363 1.029030 0.627205  0.409
C3 0.001793 2.277658 0.157555  -0.535
C4 0.661751 2.659931 -0.992890  0.467
B1 0.598780 4.188541 -1.539308  0.809
N2 -0.178476 4.478816 -2.742304  -0.451
O1 1.292132 5.112634 -0.855094  -0.501
C5 1.417795 1.684122 -1.660938  1.851
C6 2.222012 2.002219 -2.923714  -1.200
O2 1.701624 2.049525 -4.006843  -0.476
O3 3.550423 2.295788 -2.723926  -0.204
C7 4.400638 1.161621 -2.871135  1.028
Cl1 5.164774 1.102600 -4.490642  -0.129
C8 5.434874 1.068985 -1.753723  -0.472
C9 6.115825 -0.336027 -1.740754  -1.170
C10 1.460273 0.385045 -1.140783  -0.101
C11 0.782360 0.067119 0.008630  -0.627
C12 0.912766 -1.361507 0.536974  0.659
F1 1.944925 -1.428787 1.394304  -0.240
F2 1.238933 -2.151305 -0.500449  -0.256
F3 -0.208231 -1.860079 1.051468  -0.227
H1 -0.440041 1.475180 3.839298  0.371
H2 0.744503 0.068533 3.351612  -0.221
H3 -1.721271 0.568006 1.835704  0.405
H4 -0.603125 2.991046 0.714528  0.518
H5 0.215418 3.972115 -3.535805  0.228
H6 -1.117506 4.113698 -2.563580  0.244
H7 0.833027 5.968615 -0.953343  0.349
H8 3.759632 0.264130 -2.779074  -0.709
H9 4.992963 1.252428 -0.765412  0.317
H10 6.246156 1.791480 -1.927929  0.361
H11 5.328466 -1.073713 -1.979403  0.309
H12 6.535758 -0.584236 -0.762690  0.342
H13 6.867649 -0.362751 -2.537357  0.340
H14 2.069975 -0.345168 -1.673522  0.318
C13 -2.029898 -3.115761 3.649072  -0.047
O4 -2.152948 -2.651947 4.819892  -0.509
H15 -2.173585 -4.321599 3.547568  0.189
H16 -2.741910 -2.757158 2.868715  0.277
H17 -1.042074 -2.999579 3.149440  0.054
Be1 -2.903584 -5.617196 2.844538  0.277
C14 2.071496 -1.013928 9.566157  -0.716
O5 1.830145 -0.837141 8.158049  -0.326
P1 2.160592 0.568966 7.540082  1.052
O6 1.387616 1.681358 8.077469  -0.664
O7 1.963005 0.294621 5.928327  0.021
C15 2.388435 -0.993582 5.410531  -0.499
O8 3.739633 0.666759 7.725032  -0.296
C16 4.275688 1.781860 8.462908  -0.592
H18 1.526380 -1.894099 9.892497  0.258
H19 3.136348 -1.167764 9.738770  0.293
H20 1.724117 -0.148690 10.130553  0.350
H21 1.602527 -1.720891 5.612150  0.313
H22 3.323457 -1.311464 5.866415  0.375
H23 2.526017 -0.901709 4.335777  0.089
H24 5.328022 1.584761 8.647914  0.238
H25 3.764159 1.893490 9.417079  0.300
H26 4.178809 2.697880 7.882051  0.274
C17 0.165186 0.349014 -6.501219  -0.434
N3 -0.558516 -0.874851 -6.926257  0.896
O9 -0.184795 -1.429478 -7.940943  -0.512
O10 -1.474958 -1.237686 -6.223212  -0.539
H27 0.957808 0.556200 -7.213075  0.382
H28 -0.552041 1.165789 -6.472257  0.311
H29 0.579444 0.144785 -5.497676  -0.188
C18 3.831412 6.870820 -3.469724  0.624
F4 3.984774 5.726062 -2.763730  -0.240
F5 4.315943 7.860381 -2.707043  -0.239
F6 4.636102 6.774835 -4.536715  -0.238
S1 2.072749 7.156488 -3.947892  1.056
O11 1.363405 7.228352 -2.679651  -0.662
O12 1.725913 5.996326 -4.750101  -0.645
O13 2.094157 8.396238 -4.678287  -0.609
Br1 2.678855 2.298991 5.672842  -0.018
N4 -7.055899 -5.388577 2.871787  0.061
C19 -6.987867 -5.030039 1.547806  -0.586
C20 -8.134116 -5.463892 0.934822  -0.297
C21 -8.925261 -6.101482 1.923383  -0.538
C22 -8.235859 -6.037076 3.107535  -0.451
H30 -6.351534 -5.202787 3.560607  0.167
H31 -6.132306 -4.500418 1.160498  0.367
H32 -8.379561 -5.338039 -0.103749  0.474
H33 -9.891575 -6.555446 1.781849  0.400
H34 -8.482721 -6.396602 4.092110  0.385
C23 0.043872 -1.741330 -11.420343  -0.306
O14 0.319682 -2.620659 -12.332780  -0.240
H35 0.626718 -1.837426 -10.457272  0.262
H36 0.258975 -0.674669 -11.672499  0.289
H37 -0.996899 -1.716033 -11.041285  0.245
C24 -8.846004 -2.683445 -2.074216  -0.816
C25 -9.812493 -3.515067 -1.372162  0.395
N5 -10.573888 -4.169757 -0.818954  -0.357
H38 -8.817931 -1.676181 -1.659966  0.268
H39 -7.840992 -3.099370 -2.001647  0.266
H40 -9.092715 -2.598753 -3.131896  0.302
Be2 2.198720 -0.422210 -4.600192  0.212

Forces on the atoms, in the same order (eV/Å):
0.1 0.0 -0.6
-0.4 0.3 1.1
-0.4 -2.3 0.8
0.0 0.5 -0.3
0.9 0.3 -0.6
0.2 0.6 -0.6
-0.3 -0.7 1.1
-1.2 -0.7 1.0
0.0 -0.1 0.6
0.2 0.9 -0.7
0.2 -0.1 1.0
-0.8 -0.3 0.3
0.1 -0.7 0.8
-0.4 0.1 0.5
1.2 -0.3 -0.1
-1.0 0.4 -0.6
0.7 0.3 -0.8
0.3 0.0 -0.7
0.5 0.0 -1.2
-0.6 -0.1 0.5
-0.1 0.1 0.3
0.2 0.3 0.5
-0.9 -1.6 0.6
1.0 1.5 -0.4
0.0 1.7 -0.5
0.2 -0.3 0.1
-0.2 0.4 -0.2
0.0 0.0 -0.6
1.0 0.4 -0.9
0.4 0.1 -0.4
-0.2 0.2 -0.4
-0.5 0.2 0.2
0.5 -0.1 0.1
0.1 0.2 -0.3
-0.1 -0.3 0.4
-0.4 -0.1 0.3
0.3 3.3 -0.5
0.0 -0.7 -0.1
-0.3 -1.8 -0.2
-0.5 -0.4 0.2
0.3 -0.8 0.3
0.2 0.3 0.2
0.1 0.0 0.5
-0.2 -0.2 -0.8
0.4 -0.4 2.4
-0.3 -0.2 -0.1
-0.6 -0.8 1.0
0.5 -0.4 -0.6
-0.4 -0.3 0.0
0.3 0.2 0.3
-0.1 0.0 -0.2
0.0 0.0 -0.1
0.0 0.0 -0.1
-0.1 0.2 0.2
0.0 0.1 0.0
0.0 0.2 0.0
0.0 -0.2 -0.1
-0.1 0.0 -0.1
0.0 0.0 0.0
0.0 0.2 -0.2
0.0 0.1 0.0
0.0 -0.1 -0.1
0.0 -0.1 0.0
0.0 -0.1 0.0
0.0 0.0 0.1
-0.6 0.3 -0.5
0.5 0.0 0.1
-0.2 0.0 0.0
-0.2 0.0 0.0
-0.2 0.0 -0.1
-1.2 0.2 -0.4
0.4 -0.1 0.3
0.4 -0.3 0.3
0.4 0.0 0.1
0.6 1.7 -2.3
0.0 0.0 0.0
0.1 -0.1 0.0
0.2 0.0 0.0
0.0 0.0 0.0
0.0 -0.1 0.0
-0.1 0.1 0.1
0.0 0.0 0.0
0.0 0.0 0.0
0.0 0.1 0.0
0.0 0.0 0.0
-1.8 1.1 -0.1
0.4 0.0 0.3
0.4 -0.2 0.0
0.9 -0.2 -0.2
0.0 -0.7 0.1
0.3 0.2 -0.2
0.0 0.1 -0.1
-0.1 0.0 0.0
-0.1 -0.1 0.1
-0.1 -0.1 0.1
-0.1 -0.1 0.0
0.6 -0.8 0.2

Properties
Charge ... +1
Lowest unoccupied orbital energy ... -8.15 eV
2S+1 ... 1



2.
Below is a molecular structure, C17H41N2O9PS, with properties calculated with ωB97M-V with the def2-TZVPD basis set.

Last column: Mulliken charge in e.
Element x y z (Å)
C1 -4.011142 0.255733 -4.722221  -1.048
P1 -3.989897 -1.409956 -3.968132  0.243
C2 -5.203230 -1.448238 -2.601708  -1.045
O1 -2.450518 -1.653723 -3.258189  0.016
S1 -1.483173 -2.267215 -4.438938  0.407
O2 -0.328459 -1.437451 -4.492836  -0.572
O3 -0.993971 -3.695495 -3.814552  -0.281
C3 -0.326007 -4.513177 -4.783413  -0.414
C4 -1.014165 -4.604548 -6.147920  -0.656
C5 -0.449159 -3.709764 -7.211765  0.584
O4 -1.018421 -3.559356 -8.216049  -0.522
O5 0.727709 -3.083049 -6.956885  -0.441
H1 -4.924752 0.303691 -5.294490  0.377
H2 -3.203377 0.365529 -5.425951  0.307
H3 -3.992587 1.087550 -4.024398  0.335
H4 -4.818971 -1.016017 -1.687732  0.314
H5 -6.082856 -0.885617 -2.877381  0.352
H6 -5.512131 -2.462465 -2.440225  0.310
H7 -0.324693 -5.503266 -4.359244  0.364
H8 0.712667 -4.243459 -4.891229  0.340
H9 -0.849255 -5.613518 -6.503502  0.380
H10 -2.081786 -4.490590 -6.067287  0.311
H11 0.525590 -2.137731 -6.985674  0.334
C6 1.691708 0.299606 -2.198584  -0.647
O6 0.858124 0.245178 -1.052628  -0.232
C7 0.048607 -0.924952 -0.981273  -0.340
C8 0.496806 -1.825508 0.151496  -0.108
N1 1.783340 -2.450760 -0.137842  -0.313
C9 2.387864 -3.125428 1.009530  -0.679
C10 2.769361 -2.266673 2.211494  -0.399
O7 3.832291 -1.363168 1.969613  -0.468
C11 3.452815 -0.139380 1.366150  -0.433
H12 2.133413 1.294999 -2.236415  0.264
H13 2.504133 -0.433012 -2.139215  0.326
H14 1.119837 0.132482 -3.113092  0.146
H15 0.025108 -1.461866 -1.931385  -0.092
H16 -0.971212 -0.588731 -0.769808  0.352
H17 -0.251292 -2.609347 0.304164  0.417
H18 0.539202 -1.210063 1.060679  0.037
H19 2.426419 -1.743459 -0.466775  0.102
H20 3.297187 -3.613519 0.649539  0.358
H21 1.713731 -3.921716 1.341315  0.397
H22 3.131304 -2.941635 2.992234  0.386
H23 1.906722 -1.742493 2.639362  0.214
H24 2.448072 0.174064 1.659766  0.178
H25 3.524888 -0.202775 0.277014  0.193
H26 4.160622 0.625457 1.689641  0.364
C12 0.068466 1.928455 2.119335  -0.760
O8 0.978760 1.908309 3.207119  -0.357
C13 1.940348 2.958010 3.181695  -0.800
C14 1.700100 3.945731 4.304167  -0.268
N2 0.491983 4.728474 4.070491  -0.319
C15 0.058671 5.524830 5.216729  -0.697
C16 -0.358046 4.788525 6.487668  -0.476
O9 -1.546846 4.030447 6.360718  -0.427
C17 -1.382564 2.724749 5.836385  -0.511
H27 -0.503272 1.001567 2.152389  0.203
H28 -0.633141 2.766371 2.197404  0.359
H29 0.591899 1.978431 1.160503  0.356
H30 1.967475 3.459541 2.210227  0.409
H31 2.917427 2.490803 3.338869  0.393
H32 2.555653 4.623788 4.374494  0.395
H33 1.640111 3.372278 5.238434  0.189
H34 -0.259948 4.102298 3.815169  0.081
H35 -0.798980 6.114510 4.883590  0.372
H36 0.852445 6.236278 5.465621  0.402
H37 -0.575885 5.550318 7.241175  0.352
H38 0.449677 4.173582 6.901781  0.344
H39 -0.421426 2.287305 6.116367  0.268
H40 -1.491076 2.718646 4.748570  0.154
H41 -2.178294 2.101589 6.245837  0.320

Forces on the atoms, in the same order (eV/Å):
0.2 0.2 1.2
-0.8 -1.5 -1.6
0.9 0.8 0.2
0.2 -0.1 0.3
-1.2 -0.8 -1.0
1.4 1.1 0.2
-0.7 0.8 0.8
-0.2 -0.7 -0.3
1.2 -0.3 0.8
0.3 -0.2 1.7
-1.6 0.6 -3.0
0.2 0.1 0.8
-0.4 -0.1 -0.1
0.4 -0.1 -0.2
0.1 0.2 0.1
0.1 0.1 0.4
-0.2 0.3 -0.3
0.0 -0.5 0.1
-0.2 -0.3 0.5
0.2 0.5 0.0
0.0 -0.4 -0.2
-0.4 0.2 -0.2
0.4 0.1 -0.3
0.0 0.1 0.1
0.1 -0.1 -0.2
-0.3 0.1 0.3
0.3 0.1 -0.1
-0.1 0.0 0.2
0.1 0.1 -0.3
0.0 -0.3 0.2
-0.2 0.1 0.0
0.3 0.0 0.0
0.0 0.0 0.1
0.0 0.0 -0.1
0.0 -0.1 0.0
0.2 0.0 0.0
0.0 0.0 0.0
0.0 0.0 0.0
-0.2 0.0 0.0
0.0 0.0 -0.1
0.0 0.0 0.1
0.0 0.0 0.0
0.0 0.0 0.0
0.0 0.1 -0.1
0.0 -0.1 0.0
-0.2 0.1 0.0
0.0 0.0 0.1
0.0 0.0 0.1
-0.1 0.1 -0.2
0.3 -0.2 0.2
-0.3 0.0 -0.1
0.1 0.0 0.2
-0.1 0.0 -0.2
0.0 0.3 0.2
0.1 -0.1 0.0
-0.3 0.1 0.0
0.0 0.0 0.0
0.0 0.0 -0.1
0.0 0.0 0.0
-0.2 0.0 0.0
0.0 0.0 0.0
0.0 0.0 0.0
0.2 0.0 0.0
0.0 0.0 0.0
0.0 0.0 0.1
0.0 0.0 0.0
0.0 0.0 0.0
0.0 -0.1 -0.1
0.1 0.0 -0.1
0.1 -0.1 0.0
0.0 0.0 0.0

Properties
Lowest unoccupied orbital energy ... 0.56 eV
2S+1 ... 1



3.
Below is a molecular structure, C4HO2Sr, with properties calculated with ωB97M-V with the def2-TZVPD basis set.

Last column: Mulliken charge in e.
Element x y z (Å)
O1 1.463766 0.447413 -2.013808  -0.396
C1 0.644119 -0.831309 1.690179  -0.442
C2 0.504627 -0.531279 0.469338  0.084
C3 0.380417 -0.189256 -0.847660  -0.090
C4 0.033081 1.008857 -1.343026  0.348
O2 -0.938292 1.637107 -1.772002  -0.815
Sr1 -2.182638 3.685008 -1.616690  1.948
H1 1.158739 -0.008954 -2.809405  0.363

Forces on the atoms, in the same order (eV/Å):
0.2 1.1 -1.1
-0.2 0.2 -0.7
0.8 -1.5 -0.5
-1.3 2.7 3.4
0.5 -3.9 0.2
-1.4 3.3 -1.1
1.0 -1.7 0.0
0.4 -0.3 -0.2

Properties
Charge ... +1
Lowest unoccupied orbital energy (alpha / beta) ... -6.99 / -6.99 eV
2S+1 ... 1



4.
Below is a molecular structure, C14H15NZr, with properties calculated with ωB97M-V with the def2-TZVPD basis set.

Last column: Mulliken charge in e.
Element x y z (Å)
C1 0.061171 -1.368486 -1.973641  -0.168
C2 -1.268707 -1.431966 -1.431101  -0.653
C3 -1.201297 -2.122165 -0.173661  -0.467
C4 0.176831 -2.436777 0.088624  -0.448
C5 0.964898 -1.943294 -1.011707  -0.603
Zr1 0.015409 0.029045 0.069501  0.839
C6 -0.971105 1.736735 -0.987707  -1.013
C7 0.426021 1.975534 -1.488180  0.995
C8 0.763794 2.624466 -2.654571  -1.105
N1 1.414851 1.327792 -0.731020  -0.543
H1 -2.053801 -2.464372 0.405806  0.470
H2 -2.182103 -1.133292 -1.944179  0.448
H3 0.549359 -3.033008 0.916111  0.419
H4 2.034971 -2.089230 -1.147462  0.434
H5 0.326849 -1.035607 -2.976559  0.409
H6 -1.704001 1.603704 -1.774411  0.300
H7 2.383143 1.603600 -0.886827  0.201
H8 -1.300339 2.464640 -0.228223  0.267
H9 -0.031747 2.957945 -3.309425  0.291
H10 1.803115 2.640450 -2.968323  0.266
C9 -0.666726 1.148048 5.015246  -0.532
C10 -1.055111 -0.101795 4.519542  -0.411
C11 -0.889175 -0.423402 3.156757  -0.506
C12 -0.326173 0.532658 2.325075  0.410
C13 0.074583 1.786939 2.776899  -0.506
C14 -0.107852 2.084593 4.142965  -0.337
H11 -0.798070 1.388783 6.079604  0.337
H12 -1.486635 -0.837345 5.196342  0.340
H13 -1.192221 -1.401186 2.765252  0.161
H14 0.520482 2.518322 2.092900  0.369
H15 0.195485 3.062569 4.522274  0.335

Forces on the atoms, in the same order (eV/Å):
-0.2 -1.0 0.7
0.6 -0.9 -0.2
0.9 -0.4 -0.6
-0.6 0.1 -1.0
-1.2 -0.6 -0.5
0.5 2.6 1.0
-0.1 -0.7 0.3
1.1 1.2 -2.4
-0.9 -1.1 1.3
-0.1 -0.2 1.5
0.2 0.4 0.0
0.4 0.0 0.3
-0.1 0.4 0.0
-0.3 0.2 0.1
0.0 0.3 0.5
0.0 0.3 -0.1
-0.6 -0.2 -0.3
0.2 -0.2 -0.2
0.2 0.3 0.1
-0.2 0.1 -0.1
0.0 -0.2 -0.3
-0.1 -0.3 -0.2
-0.1 0.6 1.5
0.5 -0.8 -2.5
-0.3 0.0 1.4
0.2 0.4 -0.4
0.1 -0.1 -0.6
0.0 0.1 0.0
0.1 0.3 0.3
-0.2 -0.2 0.3
-0.1 -0.2 0.0

Properties
Lowest unoccupied orbital energy ... 0.06 eV
2S+1 ... 1



Repeat the fourth record exactly.
Below is a molecular structure, C14H15NZr, with properties calculated with ωB97M-V with the def2-TZVPD basis set.

Last column: Mulliken charge in e.
Element x y z (Å)
C1 0.061171 -1.368486 -1.973641  -0.168
C2 -1.268707 -1.431966 -1.431101  -0.653
C3 -1.201297 -2.122165 -0.173661  -0.467
C4 0.176831 -2.436777 0.088624  -0.448
C5 0.964898 -1.943294 -1.011707  -0.603
Zr1 0.015409 0.029045 0.069501  0.839
C6 -0.971105 1.736735 -0.987707  -1.013
C7 0.426021 1.975534 -1.488180  0.995
C8 0.763794 2.624466 -2.654571  -1.105
N1 1.414851 1.327792 -0.731020  -0.543
H1 -2.053801 -2.464372 0.405806  0.470
H2 -2.182103 -1.133292 -1.944179  0.448
H3 0.549359 -3.033008 0.916111  0.419
H4 2.034971 -2.089230 -1.147462  0.434
H5 0.326849 -1.035607 -2.976559  0.409
H6 -1.704001 1.603704 -1.774411  0.300
H7 2.383143 1.603600 -0.886827  0.201
H8 -1.300339 2.464640 -0.228223  0.267
H9 -0.031747 2.957945 -3.309425  0.291
H10 1.803115 2.640450 -2.968323  0.266
C9 -0.666726 1.148048 5.015246  -0.532
C10 -1.055111 -0.101795 4.519542  -0.411
C11 -0.889175 -0.423402 3.156757  -0.506
C12 -0.326173 0.532658 2.325075  0.410
C13 0.074583 1.786939 2.776899  -0.506
C14 -0.107852 2.084593 4.142965  -0.337
H11 -0.798070 1.388783 6.079604  0.337
H12 -1.486635 -0.837345 5.196342  0.340
H13 -1.192221 -1.401186 2.765252  0.161
H14 0.520482 2.518322 2.092900  0.369
H15 0.195485 3.062569 4.522274  0.335

Forces on the atoms, in the same order (eV/Å):
-0.2 -1.0 0.7
0.6 -0.9 -0.2
0.9 -0.4 -0.6
-0.6 0.1 -1.0
-1.2 -0.6 -0.5
0.5 2.6 1.0
-0.1 -0.7 0.3
1.1 1.2 -2.4
-0.9 -1.1 1.3
-0.1 -0.2 1.5
0.2 0.4 0.0
0.4 0.0 0.3
-0.1 0.4 0.0
-0.3 0.2 0.1
0.0 0.3 0.5
0.0 0.3 -0.1
-0.6 -0.2 -0.3
0.2 -0.2 -0.2
0.2 0.3 0.1
-0.2 0.1 -0.1
0.0 -0.2 -0.3
-0.1 -0.3 -0.2
-0.1 0.6 1.5
0.5 -0.8 -2.5
-0.3 0.0 1.4
0.2 0.4 -0.4
0.1 -0.1 -0.6
0.0 0.1 0.0
0.1 0.3 0.3
-0.2 -0.2 0.3
-0.1 -0.2 0.0

Properties
Lowest unoccupied orbital energy ... 0.06 eV
2S+1 ... 1